1.
Below is a structure of composition C19H20ClN4O5Ta in a non-equilibrium geometry, with properties calculated with ωB97M-V with the def2-TZVPD basis set.

Computed properties:
total charge = +2
E_LUMO = -8.62 eV
E_HOMO = -12.31 eV
spin multiplicity = 1
maximum force = 0.07960 hartree/bohr

Last column: natural (NBO) charge in e.
Geometry (Å):
Ta: -0.176 -0.098 0.376  2.4277
N: 0.337 2.254 1.221  -0.6647
N: -0.541 2.519 2.305  -0.4885
C: -1.397 1.525 2.699  0.8748
O: -2.304 1.544 3.457  -0.4858
O: -1.010 0.403 2.009  -0.7779
H: 1.299 2.356 1.541  0.4175
H: 0.183 2.949 0.493  0.4122
H: -0.620 3.452 2.683  0.4407
C: 1.455 -4.378 2.005  -0.0676
C: 0.387 -3.743 2.643  -0.2125
C: -0.073 -2.533 2.183  -0.1525
C: 0.504 -1.887 1.053  -0.4901
C: 1.589 -2.563 0.441  -0.1550
C: 2.051 -3.780 0.903  -0.2050
H: 1.821 -5.326 2.376  0.2513
H: -0.071 -4.203 3.508  0.2540
H: -0.901 -2.065 2.704  0.2334
H: 2.090 -2.118 -0.411  0.2575
H: 2.885 -4.261 0.410  0.2550
C: 4.594 0.055 -6.207  -0.6300
C: 3.394 -0.823 -6.058  -0.0517
C: 3.234 -1.988 -6.779  -0.1879
C: 2.096 -2.776 -6.616  -0.0576
Cl: 1.929 -4.227 -7.511  0.0405
C: 1.081 -2.401 -5.740  -0.2282
C: 1.220 -1.246 -5.001  -0.3147
C: 2.375 -0.478 -5.144  0.3589
O: 2.604 0.650 -4.439  -0.4828
C: 1.759 1.006 -3.383  -0.1799
C: 1.838 -0.010 -2.250  0.7811
O: 2.688 -0.837 -2.164  -0.4902
O: 0.857 0.162 -1.333  -0.8421
H: 5.262 -0.336 -6.971  0.2315
H: 5.144 0.126 -5.268  0.2290
H: 4.301 1.069 -6.484  0.2319
H: 3.992 -2.302 -7.484  0.2392
H: 0.199 -3.023 -5.667  0.2223
H: 0.433 -0.924 -4.331  0.1772
H: 0.733 1.197 -3.705  0.2035
H: 2.181 1.940 -3.006  0.2392
N: -3.309 -2.145 -1.458  -0.4377
C: -4.012 -1.674 -0.369  -0.0321
C: -3.151 -0.919 0.344  -0.0524
N: -1.915 -0.923 -0.322  -0.6496
C: -2.069 -1.693 -1.410  0.2758
H: -3.675 -2.749 -2.182  0.4703
H: -5.045 -1.924 -0.196  0.2801
H: -3.313 -0.397 1.272  0.2732
H: -1.305 -1.934 -2.133  0.2588

Cartesian forces, eV/Å:
Ta 1.3 0.4 -0.4
N 0.0 -0.1 -0.1
N 0.1 0.0 -0.2
C 0.2 0.1 -0.1
O 0.3 0.2 -0.1
O -0.2 -1.4 -1.1
H 0.1 0.1 0.0
H 0.1 0.1 -0.1
H 0.1 0.1 0.0
C -0.1 0.2 0.0
C 0.0 -0.1 0.0
C -0.5 0.4 0.3
C 0.6 -0.3 0.4
C 0.3 0.3 -0.6
C 0.0 0.0 0.0
H 0.0 0.0 0.0
H 0.0 0.0 0.0
H 0.0 0.0 0.0
H 0.0 0.0 0.0
H 0.0 0.1 0.0
C 0.1 0.1 0.0
C -0.5 0.2 0.5
C -0.3 -0.3 0.0
C -0.2 0.5 0.4
Cl 0.0 -0.4 -0.3
C 0.3 -0.5 -0.6
C 0.6 0.6 0.0
C -0.2 -1.0 -0.7
O 0.1 1.2 0.8
C 0.5 -0.2 -0.5
C 1.2 0.2 -1.5
O -0.5 0.1 0.6
O -2.2 -0.3 3.4
H 0.0 0.0 0.0
H 0.0 0.0 0.0
H 0.0 0.0 0.0
H 0.0 0.0 0.0
H 0.0 0.0 0.0
H -0.1 -0.1 0.0
H -0.1 -0.1 0.1
H -0.2 0.1 0.1
N 0.1 0.1 0.0
C 0.0 0.0 0.1
C -0.1 0.0 0.0
N -0.7 0.0 -0.4
C 0.0 -0.1 -0.2
H 0.0 0.0 0.0
H 0.0 0.0 0.0
H 0.1 0.0 -0.1
H 0.0 0.0 0.0

---

2.
Below is a cluster of 2 separate species, C24H26N4O4 in total in a non-equilibrium geometry, with properties calculated with ωB97M-V with the def2-TZVPD basis set.

Computed properties:
total charge = 0
E_LUMO = -1.39 eV
E_HOMO = -8.17 eV
spin multiplicity = 1
maximum force = 0.05837 hartree/bohr
structure (SMILES) = O=C1N=Cc2ccc3c(-c4cccc(O)c4)c[nH]c3c21.CNC(=O)[C@@H](NC(C)=O)C(C)C

Last column: natural (NBO) charge in e.
Geometry (Å):
O: 0.477 -0.834 -5.703  -0.5049
C: 1.124 -1.528 -4.930  0.6438
N: 2.386 -2.042 -5.185  -0.4681
C: 2.716 -2.731 -4.112  0.1777
C: 1.686 -2.714 -3.078  -0.1178
C: 1.507 -3.273 -1.800  -0.1953
C: 0.310 -3.031 -1.094  -0.1795
C: -0.691 -2.218 -1.658  -0.0888
C: -2.030 -1.767 -1.256  -0.1235
C: -2.738 -2.033 0.005  -0.0267
C: -2.044 -2.151 1.218  -0.2454
C: -2.728 -2.390 2.415  -0.1793
C: -4.121 -2.516 2.408  -0.2908
C: -4.826 -2.395 1.209  0.2979
O: -6.187 -2.511 1.182  -0.6665
C: -4.137 -2.152 0.022  -0.2228
C: -2.543 -1.023 -2.301  0.0167
N: -1.592 -0.970 -3.316  -0.5375
C: -0.485 -1.692 -2.926  0.2470
C: 0.691 -1.940 -3.619  -0.1933
H: 3.657 -3.263 -4.008  0.2039
H: 2.276 -3.902 -1.362  0.2199
H: 0.154 -3.485 -0.122  0.2295
H: -0.967 -2.033 1.240  0.2092
H: -2.177 -2.469 3.348  0.2192
H: -4.645 -2.702 3.339  0.2075
H: -6.531 -2.665 2.075  0.4824
H: -4.709 -2.071 -0.895  0.2121
H: -3.519 -0.546 -2.313  0.2319
H: -1.687 -0.496 -4.216  0.4429
C: 2.864 4.383 0.024  -0.4181
N: 1.402 4.425 0.000  -0.6098
C: 0.540 3.572 0.563  0.6632
O: -0.661 3.783 0.453  -0.6302
C: 1.033 2.331 1.327  -0.1236
N: 0.351 2.246 2.634  -0.6038
C: 0.833 2.552 3.837  0.6755
C: 2.265 3.026 3.982  -0.7137
O: 0.132 2.442 4.830  -0.6290
C: 0.794 1.037 0.518  -0.2154
C: 1.449 1.074 -0.869  -0.6144
C: 1.368 -0.177 1.266  -0.6103
H: 3.224 3.456 -0.423  0.1998
H: 3.264 5.222 -0.549  0.2210
H: 3.228 4.462 1.050  0.1955
H: 0.963 5.196 -0.481  0.4099
H: 2.105 2.416 1.480  0.2076
H: -0.625 1.990 2.619  0.4199
H: 2.415 3.921 3.384  0.2150
H: 2.942 2.235 3.668  0.2216
H: 2.447 3.261 5.030  0.2491
H: -0.279 0.888 0.386  0.2188
H: 1.260 0.134 -1.387  0.2248
H: 1.018 1.876 -1.468  0.2167
H: 2.526 1.217 -0.779  0.1951
H: 1.242 -1.075 0.663  0.2155
H: 2.430 -0.030 1.463  0.1988
H: 0.843 -0.323 2.210  0.2192

Cartesian forces, eV/Å:
O 0.7 -0.7 0.7
C -1.7 1.7 -1.7
N 2.3 -1.6 0.9
C -0.1 0.8 -1.6
C -1.0 -0.1 1.3
C -0.3 0.0 0.2
C 0.5 0.0 -0.5
C -0.7 -0.1 1.0
C 0.1 0.1 -0.4
C -0.3 -0.1 0.5
C -0.2 -0.1 0.2
C -0.4 0.1 -0.6
C 0.6 0.1 0.0
C 0.4 0.1 0.4
O 0.0 0.0 -0.1
C 0.0 0.0 0.0
C 1.1 -0.7 0.6
N -0.4 0.2 -0.1
C -0.1 0.7 -1.4
C -1.1 0.0 1.2
H 0.0 0.1 -0.3
H -0.1 0.1 0.0
H 0.1 0.0 -0.1
H 0.0 0.0 0.0
H -0.1 0.0 -0.1
H -0.1 0.0 0.0
H 0.3 0.1 -0.3
H 0.0 -0.1 0.0
H 0.4 0.0 -0.4
H 0.2 -0.3 0.6
C -0.4 -0.2 0.1
N 1.3 0.6 -0.4
C -1.4 -0.3 0.1
O 0.0 -0.4 0.2
C -0.3 0.0 0.2
N 0.3 -0.2 -2.1
C 0.3 0.3 1.6
C -0.3 -0.1 -0.1
O -0.2 0.0 0.1
C 0.5 -0.4 -0.1
C -0.5 0.4 0.2
C -0.5 0.4 0.2
H 0.1 0.1 0.0
H -0.2 -0.1 0.1
H 0.2 0.0 -0.1
H -0.1 -0.1 0.1
H 0.2 -0.1 0.3
H 0.0 0.1 -0.1
H 0.2 0.1 -0.1
H 0.2 0.1 -0.1
H -0.1 -0.1 -0.1
H -0.2 0.1 0.0
H 0.1 0.0 0.0
H 0.1 0.1 -0.2
H 0.1 0.0 -0.1
H 0.1 0.0 -0.1
H 0.1 -0.1 0.0
H 0.1 -0.1 0.1

---

3.
Below is a structure of composition C17H11AuF6N4O6S3, with properties calculated with ωB97M-V with the def2-TZVPD basis set.

Computed properties:
total charge = 0
E_LUMO = -2.55 eV
E_HOMO = -9.26 eV
spin multiplicity = 1
maximum force = 0.01202 hartree/bohr

Last column: natural (NBO) charge in e.
Geometry (Å):
Au: -0.917 0.200 0.791  1.3070
O: -3.317 0.854 -2.656  -0.6451
C: -2.741 0.620 -1.606  0.7360
O: -2.108 1.376 -0.824  -0.7825
C: -2.808 -0.858 -1.137  0.1893
C: -3.668 -1.759 -1.800  -0.2283
C: -3.791 -3.025 -1.328  -0.0982
C: -3.030 -3.454 -0.211  -0.1323
C: -3.118 -4.760 0.324  -0.1588
C: -2.343 -5.128 1.385  -0.2040
C: -1.430 -4.210 1.947  -0.1936
C: -1.327 -2.940 1.456  -0.1768
C: -2.146 -2.538 0.382  0.2278
N: -2.088 -1.254 -0.116  -0.4814
H: -4.208 -1.380 -2.654  0.2683
H: -4.464 -3.730 -1.802  0.2252
H: -3.809 -5.460 -0.128  0.2203
H: -2.417 -6.127 1.794  0.2249
H: -0.803 -4.515 2.773  0.2288
H: -0.616 -2.239 1.876  0.2181
F: 3.274 1.832 3.642  -0.2936
C: 3.190 1.436 2.380  0.7551
F: 4.305 0.811 2.038  -0.2942
F: 3.007 2.485 1.598  -0.2895
S: 1.756 0.248 2.242  2.2165
O: 0.657 1.171 1.840  -0.9597
O: 1.653 -0.411 3.496  -0.8657
N: 2.069 -0.777 1.098  -1.2015
S: 1.968 -0.340 -0.423  2.2230
O: 2.942 0.593 -0.883  -0.8723
O: 0.567 -0.070 -0.812  -0.9744
C: 2.320 -1.968 -1.199  0.7479
F: 3.513 -2.401 -0.828  -0.2919
F: 1.396 -2.853 -0.842  -0.3019
F: 2.288 -1.805 -2.514  -0.2941
C: -4.155 4.417 0.702  -0.6565
C: -3.460 3.751 1.850  0.2789
C: -3.020 4.454 2.969  -0.2940
C: -2.396 3.745 3.974  0.0779
N: -2.141 2.435 3.877  -0.4432
C: -2.591 1.877 2.764  0.2315
S: -2.282 0.125 2.602  0.0530
N: -3.276 2.433 1.775  -0.4425
H: -5.020 4.983 1.049  0.2246
H: -4.463 3.668 -0.023  0.2538
H: -3.476 5.116 0.210  0.2368
H: -3.170 5.522 3.051  0.2276
H: -2.062 4.233 4.882  0.2037

Cartesian forces, eV/Å:
Au 0.2 -0.6 -0.1
O -0.1 0.0 -0.1
C 0.2 0.1 0.2
O 0.0 0.2 -0.3
C -0.1 -0.2 0.0
C 0.1 0.1 0.0
C 0.0 -0.1 0.0
C -0.1 -0.1 0.0
C 0.0 0.0 0.0
C 0.1 0.0 0.0
C 0.0 -0.1 0.0
C 0.0 0.1 0.0
C 0.2 0.2 0.0
N -0.3 0.2 0.2
H 0.0 0.0 0.0
H 0.0 0.0 0.0
H 0.0 0.0 0.0
H 0.0 0.0 0.0
H 0.0 0.0 0.0
H 0.0 0.0 0.0
F 0.0 0.0 0.0
C 0.0 0.0 0.0
F 0.0 -0.1 0.0
F 0.0 0.0 0.0
S -0.2 -0.2 0.0
O -0.1 0.1 0.1
O 0.0 0.0 -0.1
N 0.1 0.2 -0.1
S -0.2 0.2 0.1
O -0.1 -0.2 0.0
O 0.3 0.0 0.0
C 0.0 -0.1 0.0
F 0.0 0.0 0.0
F 0.0 0.0 0.0
F 0.0 0.0 0.0
C 0.0 0.0 0.0
C 0.0 -0.1 -0.1
C 0.0 0.1 0.0
C 0.1 -0.1 0.0
N -0.1 0.3 -0.2
C 0.0 -0.3 0.1
S 0.0 0.0 0.1
N 0.1 0.2 0.1
H 0.0 0.0 0.0
H 0.0 0.0 0.0
H 0.0 0.0 0.0
H 0.0 0.0 0.0
H 0.0 0.0 0.0

---

4.
Below is the ion C2H4NO2S2 with charge -1 in a non-equilibrium geometry, with properties calculated with ωB97M-V with the def2-TZVPD basis set.

Computed properties:
total charge = -1
E_LUMO (alpha / beta) = 2.91 / 2.91 eV
E_HOMO (alpha / beta) = -4.13 / -4.13 eV
spin multiplicity = 1
maximum force = 0.06239 hartree/bohr
structure (SMILES) = CN=[S@](=O)([O-])C=S

Last column: natural (NBO) charge in e.
Geometry (Å):
C: -0.242 -1.254 -0.974  -0.4709
N: -0.730 -0.970 0.335  -0.8861
S: -0.685 0.657 0.582  2.1874
O: -1.528 1.106 1.699  -0.9820
O: -0.976 1.398 -0.643  -1.0169
C: 1.046 1.137 0.994  -0.5765
S: 2.320 0.916 0.036  0.0035
H: -0.447 -2.236 -1.467  0.1700
H: -0.836 -0.490 -1.558  0.2183
H: 0.856 -1.255 -1.044  0.1658
H: 1.221 0.990 2.040  0.1874

Cartesian forces, eV/Å:
C -1.0 0.4 -1.7
N 0.4 2.2 2.3
S -1.7 -0.5 -0.8
O 1.3 -1.0 -0.3
O 0.4 0.0 0.0
C -0.7 -2.3 -0.1
S 0.1 0.6 -0.5
H -0.6 0.2 1.2
H 1.7 -0.8 -0.7
H 0.2 0.8 -0.2
H -0.1 0.5 0.9

---

5.
Below is a structure of composition C3H11N4O4S2 in a non-equilibrium geometry, with properties calculated with ωB97M-V with the def2-TZVPD basis set.

Computed properties:
total charge = +1
E_LUMO (alpha / beta) = -6.97 / -8.16 eV
E_HOMO (alpha / beta) = -14.63 / -14.35 eV
spin multiplicity = 1
maximum force = 0.10706 hartree/bohr

Last column: natural (NBO) charge in e.
Geometry (Å):
C: 2.561 0.653 -0.008  0.5828
C: -2.825 2.233 0.722  -0.7148
C: -1.978 -2.411 -0.020  -0.8470
N: 2.407 -0.357 -0.912  -0.6871
N: 3.764 1.168 0.308  -0.7097
N: -2.004 0.161 -0.993  -0.8619
N: 1.474 1.281 0.464  -0.3390
O: -4.056 1.477 -1.248  -0.8642
O: -3.889 -0.232 0.541  -0.9006
O: -0.518 -0.324 0.860  -0.8952
O: -0.069 -1.293 -1.385  -0.9269
S: -3.259 0.736 -0.313  2.2407
S: -1.069 -0.969 -0.384  2.2565
H: -2.256 3.068 0.242  0.2596
H: -3.825 2.541 0.734  0.2645
H: -2.432 1.932 1.596  0.2239
H: -1.995 -2.926 -0.900  0.2657
H: -1.406 -2.884 0.749  0.2740
H: -2.848 -2.107 0.401  0.2852
H: 3.212 -0.815 -1.259  0.4081
H: 1.626 -0.949 -0.867  0.4412
H: 4.666 1.087 -0.014  0.4283
H: 3.828 1.960 0.898  0.4269
H: 0.550 0.955 0.469  0.3891

Cartesian forces, eV/Å:
C 0.4 -1.3 -1.7
C 0.9 0.6 -3.2
C 2.6 1.2 1.1
N 1.8 2.1 1.8
N -2.5 0.4 0.9
N 2.6 0.3 -1.4
N 2.7 2.6 0.6
O -0.1 -1.1 -1.0
O 0.3 0.1 0.0
O -1.9 -1.5 -1.9
O -1.1 0.0 0.6
S -4.2 3.1 1.8
S 2.9 -0.2 1.4
H -0.2 -1.2 0.0
H -1.6 0.5 0.5
H 1.3 -1.0 3.1
H -0.4 -1.6 -2.2
H 0.6 -0.6 0.4
H -3.0 0.6 0.9
H 1.0 -0.2 -0.5
H -1.8 -0.4 -0.1
H 2.0 -1.8 -1.7
H -1.1 0.9 0.8
H -1.3 -1.6 -0.2

---

Which ΔE to the lowest compared entry with this formula, charge and spin belongs to each record? In order, 45.7 22.9 24.1 52.6 94.3 kcal per mole.